# C5H11NO

A single C5H11NO molecule (ωB97M-V/def2-TZVPD, the Open Molecules 2025 dataset).

The value obtained for the HOMO-LUMO gap is 10.0 eV. As for the relative energy (zero: lowest compared OMol25 entry of this formula, charge and spin): 0.383 eV. Its multiplicity is 1. As for the total energy: -8901.3148 eV. Its SMILES is CCN(C)C(C)=O. As for the LUMO energy: 0.86 eV.

CARTESIAN COORDINATES (ANGSTROEM)
C: 1.5927 -0.5991 1.5513
C: 0.0697 -0.5848 1.4029
N: -0.3702 -0.1464 0.0836
C: -0.5778 -1.1573 -0.9348
C: -0.4389 1.1958 -0.1668
O: -0.1873 2.0226 0.6987
C: -0.8252 1.6074 -1.5769
H: 1.8993 -1.2423 2.3828
H: 1.9646 0.4120 1.7375
H: 2.0707 -0.9755 0.6397
H: -0.3702 0.0838 2.1456
H: -0.3465 -1.5849 1.5641
H: -1.6422 -1.3290 -1.1428
H: -0.0741 -0.9045 -1.8726
H: -0.1531 -2.0974 -0.5768
H: -0.9531 2.6901 -1.5916
H: -1.7480 1.1259 -1.9157
H: -0.0325 1.3387 -2.2840

Cartesian forces, eV/Å:
C 0.04 0.02 -0.01
C -0.04 -0.06 0.13
N 0.06 0.26 -0.01
C -0.01 -0.10 -0.14
C 0.05 -0.06 0.05
O -0.06 -0.16 -0.19
C -0.01 0.06 -0.01
H -0.06 0.13 -0.08
H -0.04 -0.13 -0.08
H -0.08 -0.01 0.13
H 0.04 -0.08 -0.07
H 0.07 0.13 -0.01
H 0.14 0.04 0.02
H -0.09 -0.04 0.12
H -0.03 0.10 -0.08
H 0.02 -0.16 0.04
H 0.12 0.03 0.08
H -0.10 0.03 0.10